{"formula": "C18H21N5O2", "method": "the ωB97M-V functional and the def2-TZVPD basis", "species": ["H", "C", "H", "H", "H", "C", "H", "O", "H", "N", "C", "C", "C", "C", "H", "H", "H", "H", "N", "H", "O", "H", "H", "H", "C", "H", "C", "H", "C", "C", "C", "C", "C", "N", "H", "H", "H", "C", "N", "H", "C", "C", "C", "N", "H", "C"], "xyz": [[2.685793, -2.951387, -0.974395], [0.084272, 2.731042, -1.558635], [2.392857, 2.133333, 2.521734], [-5.631176, -1.929875, -2.164739], [2.904931, 0.415798, 1.155012], [5.506638, -2.568104, 0.601152], [2.808586, -0.466242, -1.768794], [-2.417158, 1.317766, -0.415396], [4.534765, -4.542503, 0.280518], [1.778330, 1.529742, -0.195016], [3.600940, -2.699604, -0.477855], [-1.502644, 2.086260, 0.201048], [-2.640900, 0.336031, 0.492123], [-4.233416, -0.824642, -0.988294], [2.065935, 3.842969, 2.265206], [-0.488872, 2.447739, -2.443542], [0.796087, 3.505424, -1.843225], [-0.360520, 3.833561, 0.277313], [5.182706, -1.334683, 0.263943], [1.957482, 3.599685, -0.120691], [0.432940, 0.376455, -1.560511], [3.387900, 2.695781, 0.375987], [-3.270662, -1.611774, 2.157694], [6.412249, -2.761695, 1.140893], [-3.797552, -1.697964, 1.220910], [-4.046905, -0.082416, -1.749632], [-4.683445, -2.729591, 0.981010], [-1.656066, 3.866485, -0.938978], [3.360314, -0.245003, -0.852439], [-3.570536, -0.739009, 0.234200], [-0.882892, 3.249143, -0.478165], [1.857014, 2.842196, 1.896819], [-5.344564, -2.812800, -0.235386], [-1.929212, 0.514968, 1.564359], [1.581946, -0.464100, 0.354438], [4.120246, 0.514587, -1.052946], [-4.861092, -3.473706, 1.742961], [-5.117712, -1.861590, -1.217148], [-1.203361, 1.631303, 1.374968], [-6.036337, -3.621540, -0.419107], [0.783491, 1.452219, -1.103977], [4.539579, -3.479223, 0.156700], [2.294031, 2.725840, 0.434989], [4.031907, -1.425275, -0.396272], [0.793100, 2.635262, 1.990239], [2.377343, 0.273205, 0.213046]], "forces_ev_per_a": [[-0.20, -0.03, -0.12], [-0.01, -0.08, -0.08], [0.04, -0.07, 0.10], [-0.03, 0.00, -0.07], [0.00, 0.00, -0.01], [-0.19, -0.07, -0.08], [0.11, 0.02, 0.10], [-0.18, -0.13, -0.17], [-0.05, -0.20, -0.01], [0.23, -0.21, -0.04], [0.11, -0.20, 0.05], [0.12, 0.27, 0.73], [0.57, 0.23, 0.73], [0.11, 0.05, 0.15], [0.07, 0.11, 0.10], [0.15, -0.01, 0.08], [-0.02, 0.03, -0.02], [-0.09, -0.03, 0.03], [0.48, 0.64, 0.22], [0.07, -0.04, -0.04], [-0.25, -0.32, -0.15], [-0.08, 0.10, -0.09], [0.04, -0.02, 0.11], [0.19, 0.00, 0.11], [0.07, 0.16, -0.10], [0.01, 0.05, -0.07], [-0.01, -0.03, 0.01], [0.08, 0.07, 0.06], [-0.38, 0.56, 0.08], [-0.39, -0.27, -0.34], [-0.08, -0.21, -0.24], [0.05, 0.05, -0.21], [-0.03, -0.02, -0.04], [-0.95, -1.19, -0.16], [0.14, 0.06, 0.07], [-0.06, -0.13, -0.03], [-0.01, -0.05, 0.07], [-0.08, -0.07, -0.04], [0.51, 1.17, -0.45], [-0.05, -0.06, -0.01], [0.13, 0.44, -0.28], [-0.13, -0.02, -0.05], [-0.05, 0.24, 0.31], [0.00, -0.48, -0.07], [0.02, 0.04, 0.06], [0.03, -0.33, -0.19]], "lowdin_charge": [0.121, -0.076, 0.069, 0.104, 0.122, -0.169, 0.125, 0.155, 0.084, -0.058, -0.076, -0.355, -0.277, -0.017, 0.075, 0.126, 0.113, 0.115, 0.067, 0.104, 0.058, 0.125, 0.112, 0.093, -0.019, 0.116, -0.075, 0.127, -0.107, -0.149, -0.077, -0.070, -0.084, 0.117, 0.133, 0.128, 0.104, -0.077, 0.103, 0.102, -0.476, -0.077, -0.197, -0.184, 0.042, -0.116], "e_tot_ev": -30552.0379, "fmax_ev_per_a": 1.5, "lumo_energy_ev": 0.46, "homo_energy_ha": -0.3256, "relative_energy_kj_mol": 251.0, "gap_ev": 9.32}



{"formula": "C18H21NO3S", "method": "the ωB97M-V functional and the def2-TZVPD basis", "species": ["C", "H", "S", "C", "C", "C", "C", "H", "H", "C", "C", "H", "H", "H", "H", "H", "C", "H", "H", "H", "H", "C", "H", "C", "H", "H", "C", "C", "C", "O", "C", "H", "H", "C", "N", "H", "H", "O", "C", "C", "C", "O", "H", "H"], "xyz": [[1.745090, 2.275463, 0.545424], [-5.413111, -2.711886, 0.785071], [4.645943, -2.425024, -0.490626], [2.740755, -0.546859, 0.249929], [0.832700, -2.516943, 0.683132], [-3.281892, -1.506518, -0.385747], [-2.091261, 1.022295, -0.297830], [5.681682, -0.392355, 0.295122], [1.559690, 4.341623, 1.040043], [-3.405868, -0.713019, 0.750110], [1.461198, -0.199921, 0.668872], [0.887651, 4.223612, -1.285127], [-1.455130, 0.589083, -2.311854], [-4.841002, -4.296916, 0.210629], [5.129770, -0.243257, -1.402425], [6.580960, -1.194579, -1.012730], [-2.812361, 0.534604, 0.788536], [-3.954232, -1.053226, 1.614062], [-1.207761, 3.080261, -1.993989], [2.360655, -3.903961, 0.095463], [-0.510845, 4.733630, -0.323223], [5.598076, -0.889845, -0.666489], [0.052365, 1.947326, -1.443678], [2.098704, -2.870801, 0.261800], [-3.902799, -3.410666, 1.437068], [-2.901404, 1.152157, 1.669503], [0.163682, 3.903000, -0.535186], [-4.527417, -3.308735, 0.543334], [-0.635672, 2.739057, -1.120174], [2.873965, 2.322041, 0.106396], [-2.573188, -1.010298, -1.477304], [-0.487747, -0.916348, 1.214358], [-2.490127, -1.627329, -2.357369], [-1.986810, 0.238924, -1.441961], [1.082352, 1.131414, 0.872523], [0.171732, 3.360099, 1.555589], [0.125969, 1.242372, 1.183395], [-3.807810, -2.756421, -0.531003], [3.054840, -1.881265, 0.046357], [0.506282, -1.189163, 0.891481], [0.897973, 3.521871, 0.759066], [-1.512843, 2.251551, -0.124333], [0.088590, -3.281420, 0.848000], [3.458639, 0.236384, 0.085770]], "forces_ev_per_a": [[-0.32, 0.36, 0.34], [0.04, -0.01, 0.01], [0.17, 0.04, -0.06], [0.12, 0.10, -0.03], [0.03, 0.06, 0.02], [0.11, 0.09, -0.12], [-0.17, -0.16, 0.23], [0.06, 0.12, 0.00], [0.00, -0.11, 0.07], [-0.09, -0.28, -0.02], [0.13, -0.34, -0.08], [-0.03, 0.04, -0.03], [0.08, 0.04, -0.07], [-0.01, 0.06, 0.08], [0.06, 0.12, -0.02], [0.05, 0.00, -0.02], [0.21, 0.28, -0.23], [-0.06, -0.06, 0.06], [0.06, -0.11, 0.07], [-0.02, -0.16, -0.01], [0.03, 0.05, -0.06], [-0.45, -0.36, 0.12], [-0.10, 0.03, 0.02], [0.15, 0.00, -0.05], [-0.02, 0.02, -0.02], [-0.01, 0.08, 0.10], [-0.25, -0.36, 0.07], [-0.10, -0.08, 0.15], [0.27, 0.30, -0.34], [0.27, 0.04, -0.21], [-0.18, -0.20, 0.20], [-0.13, 0.03, 0.01], [0.02, -0.08, -0.12], [0.08, 0.23, 0.02], [-0.39, -0.14, 0.24], [0.03, 0.03, 0.02], [0.16, 0.12, -0.08], [0.15, 0.14, -0.22], [0.13, -0.03, -0.04], [0.03, 0.10, 0.00], [0.09, 0.07, -0.19], [-0.12, 0.03, 0.18], [-0.08, -0.07, 0.02], [0.03, 0.00, -0.01]], "lowdin_charge": [-0.473, 0.095, 0.886, -0.027, -0.078, -0.284, -0.290, 0.040, 0.122, -0.024, -0.205, 0.123, 0.111, 0.093, 0.040, 0.028, -0.019, 0.105, 0.135, 0.097, 0.117, -0.395, 0.124, -0.132, 0.094, 0.122, -0.143, -0.092, -0.207, 0.074, 0.007, 0.097, 0.122, -0.009, 0.142, 0.115, 0.128, -0.088, -0.540, -0.028, -0.096, -0.071, 0.105, 0.076], "e_tot_ev": -37474.9020, "fmax_ev_per_a": 0.6, "lumo_energy_ev": 0.71, "homo_energy_ha": -0.2859, "relative_energy_kj_mol": 91.0, "gap_ev": 8.49}



{"formula": "C18H22B2F4N7O6V", "method": "the ωB97M-V functional and the def2-TZVPD basis", "species": ["H", "H", "N", "N", "H", "C", "F", "C", "H", "H", "C", "B", "N", "O", "C", "C", "H", "C", "O", "H", "C", "N", "N", "C", "H", "H", "C", "N", "C", "C", "C", "C", "V", "F", "H", "H", "H", "H", "N", "B", "H", "H", "O", "F", "H", "O", "C", "H", "C", "H", "H", "H", "H", "O", "O", "C", "C", "C", "H", "F"], "xyz": [[2.264304, -3.079564, 1.719300], [1.214908, 5.346592, -0.975184], [-0.855297, 2.513113, -0.321840], [1.357481, 4.196959, 1.639460], [4.676550, 2.909974, 1.995098], [3.893374, -0.042142, 3.452240], [1.921603, -2.304716, -2.763903], [2.030584, 1.252292, 3.315760], [-1.123618, -0.734530, 4.371024], [0.182644, 5.219177, -2.414485], [-0.869587, 3.657013, -0.402947], [-3.701045, 0.162489, 1.659273], [-0.473740, -0.054328, 1.914087], [1.203899, -2.058113, -0.587569], [4.099346, 2.124039, 2.464322], [4.689559, 0.943942, 2.881010], [3.171272, 0.953376, -0.781893], [-4.052064, 0.499563, -2.192341], [0.705765, -0.379549, -2.299209], [-0.998648, -2.464198, 3.959631], [0.453138, -2.020846, 1.487021], [2.584295, 0.101779, 3.668830], [0.400266, -1.501931, 0.301815], [0.253160, 5.616932, -1.404082], [4.331085, -0.984569, 3.758231], [-4.830361, 0.611622, -1.446932], [2.730118, 2.272891, 2.676648], [-0.442482, 0.050496, -1.758421], [-1.651936, -0.472922, -3.831098], [-0.889578, 5.104035, -0.516550], [-2.725080, 0.265290, -1.584621], [2.286509, 1.590130, -0.830583], [-0.323009, 0.584357, 0.191086], [-4.584135, 0.696913, 2.448573], [0.941726, -4.037010, 1.083895], [-4.292169, -0.324156, -2.866995], [-4.008209, 1.406113, -2.803450], [0.980235, 1.397862, 3.545962], [-2.437996, 0.318540, -0.332257], [0.862987, -1.892212, -2.058513], [0.453531, -1.556151, 4.428852], [-2.107207, -1.464911, -3.881228], [-1.042194, 1.100595, 1.954523], [-0.349623, -2.499064, -2.295185], [0.187757, 6.701057, -1.454179], [1.278001, 1.046516, 0.079695], [-0.220408, -1.162343, 2.492195], [-1.872214, 5.387224, -0.900018], [-1.539219, -0.057570, -2.416574], [0.969650, -3.606579, 2.816271], [-0.672760, -0.520723, -4.296992], [-0.797220, 5.486530, 0.502359], [-2.294763, 0.225033, -4.369707], [2.049001, 2.555183, -1.436264], [-3.461152, 0.802004, 0.454492], [-0.503252, -1.493873, 3.901273], [1.982498, 3.384056, 2.158062], [1.190108, -3.261873, 1.809509], [5.750696, 0.779180, 2.759274], [-3.063629, -0.955102, 1.968514]], "forces_ev_per_a": [[0.00, 0.00, 0.00], [0.00, 0.00, -0.01], [0.02, -0.03, -0.02], [-0.08, -0.03, 0.03], [0.00, 0.00, -0.01], [0.06, 0.03, -0.01], [0.00, 0.01, 0.00], [0.03, 0.05, -0.02], [0.00, 0.00, -0.01], [0.00, 0.00, 0.00], [-0.06, 0.02, 0.04], [0.00, 0.02, -0.01], [-0.02, 0.03, 0.03], [0.00, 0.03, 0.00], [-0.03, -0.01, 0.03], [0.00, 0.01, 0.00], [0.00, 0.00, -0.01], [0.00, 0.00, 0.01], [0.00, 0.05, 0.03], [0.01, 0.00, -0.01], [0.01, -0.02, -0.02], [-0.07, -0.06, 0.02], [0.00, -0.01, 0.02], [0.00, 0.01, 0.01], [-0.01, -0.01, 0.00], [0.00, 0.00, -0.01], [-0.04, -0.03, 0.03], [0.00, -0.02, -0.06], [0.01, 0.00, 0.00], [0.05, 0.02, -0.01], [0.00, 0.00, 0.03], [0.00, -0.01, -0.01], [0.08, -0.05, 0.01], [0.00, 0.00, 0.01], [0.00, 0.00, 0.00], [0.00, 0.00, 0.00], [0.01, 0.00, 0.00], [-0.01, -0.02, -0.01], [-0.01, 0.01, 0.01], [-0.02, -0.08, -0.02], [0.01, -0.01, 0.00], [-0.01, 0.00, 0.00], [-0.01, 0.00, 0.03], [0.02, 0.01, 0.00], [-0.01, 0.00, 0.00], [-0.03, 0.04, -0.02], [-0.03, 0.01, -0.02], [0.00, 0.00, -0.01], [-0.01, 0.00, -0.03], [0.00, 0.01, 0.00], [0.00, 0.00, 0.00], [0.00, -0.01, 0.00], [0.00, 0.00, 0.00], [0.02, 0.00, 0.01], [0.02, -0.02, 0.01], [-0.02, 0.02, 0.03], [0.13, 0.06, -0.09], [0.00, -0.01, -0.01], [0.00, 0.00, 0.00], [-0.01, -0.01, 0.00]], "lowdin_charge": [0.119, 0.066, 0.179, 0.226, 0.136, -0.098, 0.257, -0.108, 0.111, 0.088, -0.069, -0.781, -0.161, 0.108, 0.009, -0.018, 0.179, 0.057, 0.069, 0.120, -0.171, 0.087, 0.037, -0.063, 0.121, 0.102, -0.207, -0.041, 0.051, -0.179, -0.171, -0.207, 1.071, 0.335, 0.119, 0.119, 0.128, 0.116, 0.035, -1.051, 0.110, 0.128, -0.030, 0.196, 0.093, -0.163, -0.176, 0.138, -0.176, 0.098, 0.114, 0.126, 0.113, 0.200, 0.144, 0.047, -0.140, 0.050, 0.123, 0.287], "e_tot_ev": -79637.7071, "fmax_ev_per_a": 0.2, "lumo_energy_ev": -9.17, "homo_energy_ha": -0.5698, "relative_energy_kj_mol": 0.0, "charge": 2, "gap_ev": 6.33}